Below is the molecule C5H11F2N, with properties calculated with wB97M-V/def2-TZVPD.

Structure (XYZ):
```
19
Properties=species:S:1:pos:R:3:nbo_charge:R:1
C -0.2107 2.0251 -0.4943 -0.417
N 0.2718 0.7377 -0.9609 -0.621
C 0.1437 -0.3442 -0.0096 0.044
C 0.9313 0.0248 1.2684 -0.620
C 0.7514 -1.6240 -0.5958 -0.605
C -1.3223 -0.6916 0.2867 0.552
F -2.0235 -0.6584 -0.8765 -0.358
F -1.8921 0.2008 1.1214 -0.348
H 0.2924 2.2785 0.4248 0.194
H -1.3170 2.0276 -0.2244 0.176
H -0.0446 2.7730 -1.2554 0.204
H -0.2548 0.4392 -1.8078 0.366
H 0.4222 0.7694 1.8320 0.219
H 1.1988 -0.8709 1.8812 0.215
H 1.8554 0.4180 0.9317 0.224
H 0.7614 -2.5157 0.1166 0.209
H 0.1922 -1.9192 -1.4350 0.211
H 1.7562 -1.4131 -0.8998 0.225
H -1.5117 -1.6569 0.6968 0.130
```

Orbital gap: 10.0 eV
LUMO: 0.973 eV
Energy above the lowest of the compared OMol25 structures with the same formula, charge and spin: 15.2 kcal per mole


Below is the molecule C5H11F2O2P, with properties calculated with wB97M-V/def2-TZVPD.

Structure (XYZ):
```
21
Properties=species:S:1:pos:R:3:nbo_charge:R:1
C -0.9172 0.5340 -1.8061 -0.269
C 0.5468 1.1549 0.6779 -0.414
C 1.5354 0.0388 1.0231 -0.478
C -0.9887 0.7399 0.5832 -0.074
C 1.8569 -0.8231 -0.1771 0.529
O -1.9799 -2.0036 1.0875 -1.009
O -1.4833 0.0652 -0.5394 -0.534
F 2.5390 -0.1264 -1.1271 -0.359
F 2.7706 -1.7570 0.2139 -0.352
P -1.5832 -1.9136 -0.5130 0.403
H 0.1047 0.5595 -1.6670 0.188
H -1.2677 1.4713 -2.2608 0.212
H -1.0760 -0.3437 -2.5119 0.223
H 0.4433 1.9248 1.4461 0.224
H 0.6971 1.5965 -0.3011 0.209
H 2.4569 0.5549 1.3340 0.228
H 1.0571 -0.4903 1.8232 0.234
H -1.4314 0.2296 1.4045 0.217
H -1.3510 1.7378 0.5711 0.176
H -2.9390 -1.8141 1.3388 0.483
H 1.0093 -1.3353 -0.5999 0.165
```

Orbital gap: 7.0 eV
LUMO: 0.628 eV


Below is a structure of composition C5H11F6NO5PdS2Si, with properties calculated with wB97M-V/def2-TZVPD.

Structure (XYZ):
```
32
Properties=species:S:1:pos:R:3:nbo_charge:R:1
Pd -0.8439 1.5239 -1.7834 1.412
F -2.1671 2.1918 3.5362 -0.269
C -2.7982 1.9221 2.3877 0.847
F -3.6970 2.8463 2.1256 -0.258
F -3.3299 0.7574 2.3261 -0.251
S -1.4391 1.9003 1.0604 2.157
O -0.5851 3.0141 0.8983 -0.888
O -2.1674 1.6787 -0.2011 -0.942
N -0.7342 0.4825 1.4357 -1.163
S 0.6550 0.1095 0.8554 2.258
O 0.8254 0.5298 -0.5294 -0.970
O 0.9247 -1.3312 0.9737 -0.947
C 1.9468 0.8807 1.8542 0.775
F 1.6987 2.1693 1.7826 -0.270
F 1.8166 0.4200 3.0733 -0.259
F 3.1061 0.5369 1.3335 -0.266
C 0.6670 -4.2979 0.4758 -1.160
Si 0.7329 -2.6949 -0.3897 1.470
C -1.8811 -0.0614 -3.0172 -0.570
C 2.3283 -2.4211 -1.3647 -1.171
H 0.9116 -5.0113 -0.2840 0.281
H -0.3541 -4.3731 0.8718 0.280
H 1.4654 -4.2474 1.2182 0.281
H -2.9887 0.0611 -2.9698 0.266
H -1.2425 -0.4163 -2.1753 0.183
H -1.4351 -0.5732 -3.8357 0.236
H 2.8349 -1.4450 -1.1578 0.269
H 2.3695 -2.3928 -2.4076 0.277
H 2.9550 -3.2677 -1.0975 0.273
O 0.0151 3.4753 -1.6075 -0.974
H 0.4167 3.8427 -2.4391 0.535
H -0.0061 4.1908 -0.9486 0.559
```

Orbital gap (spin up / spin down): 8.2 / 6.6 eV
LUMO (spin up / spin down): -6.626 / -11.032 eV
Multiplicity: 5
Expectation value of S²: 6.0076
Charge: +2


| no. | strongest force on any atom (eV Å⁻¹) |
| --- | --- |
| 1 | 1.8 |
| 2 | 3.1 |
| 3 | 2.1 |